No. 1
Below is a molecular structure, C29H27CdN4O4, with properties calculated with wB97M-V/def2-TZVPD.

**Total charge**: +1
**Energy relative to the best compared isomer or geometry (same formula, charge and spin)**: 2.2 kcal/mol
**HOMO**: -10.34 eV
**LUMO energy**: -3.7 eV
**Total energy**: -49222.656 eV

The geometry in XYZ format:
```
65
Properties=species:S:1:pos:R:3:forces:R:3:lowdin_charge:R:1
Cd 0.154845 -0.680495 -1.893237 0.247 -0.145 0.092 1.407
O 0.931695 -4.627247 -4.250533 -0.043 0.055 0.214 0.151
C 1.071148 -3.604581 -3.408351 0.254 0.135 -0.150 -0.474
O 0.410785 -3.400187 -2.430011 -0.252 -0.203 0.104 0.081
C 2.191545 -2.678627 -3.793267 -0.082 -0.006 0.106 -0.158
C 3.211303 -3.045693 -4.655037 0.073 -0.016 -0.081 0.044
C 4.233943 -2.141406 -4.885948 0.031 -0.038 -0.032 0.004
C 4.199863 -0.910384 -4.249895 0.062 0.009 -0.013 0.029
C 3.132321 -0.635733 -3.413549 -0.081 0.092 0.062 -0.174
N 2.143830 -1.493867 -3.191715 -0.086 -0.148 -0.026 0.123
C 2.904025 0.680202 -2.727766 0.085 0.149 0.043 -0.446
O 3.931574 1.464267 -2.449219 -0.030 -0.084 -0.158 0.185
O 1.782047 1.020240 -2.446679 -0.261 0.121 0.081 0.033
H 0.211243 -5.187167 -3.917972 -0.003 -0.045 -0.051 0.152
H 3.195161 -4.017116 -5.126843 -0.002 0.004 -0.003 0.133
H 5.044961 -2.389206 -5.556803 -0.004 0.005 -0.003 0.129
H 4.970900 -0.175103 -4.441041 0.003 -0.010 0.018 0.130
H 4.775085 1.036007 -2.646049 0.036 0.030 0.040 0.127
C -0.208187 1.189288 4.917954 0.003 0.023 0.003 -0.036
C -1.431036 1.715946 4.216690 -0.016 -0.065 0.058 -0.208
C -2.431756 2.379046 4.915745 -0.023 0.021 0.023 -0.034
C -3.570337 2.856118 4.281240 0.051 -0.015 -0.004 -0.073
C -3.709937 2.688276 2.913081 0.001 -0.023 -0.010 -0.074
C -2.716251 2.047876 2.186406 0.003 0.102 0.011 -0.043
C -1.591643 1.549884 2.837778 0.145 -0.126 -0.051 -0.199
N -0.534426 0.910168 2.131385 -0.135 0.067 0.036 0.140
C -0.602088 0.168988 0.982975 -0.049 -0.169 0.040 -0.378
N -1.807109 -0.400727 0.755199 0.050 -0.104 -0.192 0.134
C -2.395771 -1.156658 -0.311092 0.041 0.135 0.259 -0.236
C -1.852242 -1.283990 -1.583950 0.070 0.018 -0.254 -0.232
C -2.576419 -2.020607 -2.526399 -0.034 0.074 -0.026 -0.183
C -3.789005 -2.610111 -2.222360 0.004 0.030 0.080 -0.091
C -4.299520 -2.474751 -0.938318 -0.020 -0.040 -0.023 -0.048
C -3.624365 -1.753348 0.030986 -0.048 0.033 0.048 -0.216
C -4.213097 -1.616734 1.413157 -0.017 -0.015 -0.002 -0.039
N 0.467491 -0.013268 0.245395 0.019 0.402 -0.122 0.012
C 1.624873 0.760503 0.584847 -0.012 -0.372 0.077 -0.305
C 2.731647 0.076107 1.076977 0.135 0.017 -0.009 -0.037
C 3.903675 0.752771 1.394353 -0.060 -0.009 -0.025 -0.086
C 3.964295 2.127171 1.220127 -0.054 -0.014 -0.025 -0.083
C 2.856985 2.805003 0.725371 0.032 0.003 -0.001 -0.037
C 1.675041 2.146473 0.398517 0.001 0.111 -0.037 -0.239
C 0.500888 2.912629 -0.143388 -0.026 0.065 0.021 -0.027
H -0.305188 1.304742 5.995604 -0.007 0.004 -0.010 0.082
H 0.698541 1.724365 4.617299 -0.021 0.001 -0.009 0.087
H -0.048856 0.130761 4.702155 -0.014 0.009 -0.007 0.087
H -2.315293 2.514957 5.984753 -0.011 -0.004 -0.026 0.116
H -4.336138 3.364583 4.851510 0.004 -0.019 -0.006 0.108
H -4.584984 3.065462 2.400089 0.017 0.011 0.007 0.109
H -2.808435 1.962167 1.111378 0.004 -0.020 0.000 0.118
H 0.401960 1.117966 2.441159 -0.002 0.045 -0.010 0.131
H -2.433389 -0.270706 1.532156 -0.046 -0.016 0.009 0.091
H -2.187037 -2.130233 -3.531820 0.017 -0.017 0.007 0.077
H -4.333823 -3.172748 -2.969535 0.006 0.008 0.006 0.103
H -5.242654 -2.941035 -0.677518 0.015 0.022 -0.017 0.113
H -5.131125 -2.195321 1.491025 0.005 -0.001 -0.010 0.083
H -4.470058 -0.579871 1.654999 0.012 -0.006 -0.011 0.082
H -3.531807 -1.979858 2.188060 -0.006 -0.009 -0.018 0.091
H 2.654774 -0.996100 1.216935 0.003 0.014 -0.006 0.112
H 4.754577 0.208996 1.784969 -0.018 0.008 -0.001 0.104
H 4.866921 2.671800 1.466372 -0.024 -0.007 -0.003 0.106
H 2.909459 3.878123 0.580471 -0.003 -0.020 0.002 0.117
H 0.814737 3.894375 -0.495037 0.007 -0.009 0.013 0.087
H -0.271829 3.063878 0.615126 0.047 0.003 0.003 0.076
H 0.031664 2.393741 -0.978912 0.009 -0.048 -0.030 0.066
```
Positions in Å, forces in eV/Å.

=====

No. 2
Below is 6 unconnected molecules or ions with the total composition C29H27Cl3O17 in a non-equilibrium geometry, with properties calculated with wB97M-V/def2-TZVPD.

**SMILES**: O=C1C=C(O)C(=O)C=C1O.O=C1C=C(O)C(=O)C=C1O.O=C1C=C(O)C(=O)C=C1O.O=C1C=C(O)C(=O)C=C1O.ClC(Cl)Cl.CCOCC
**Energy relative to the best compared isomer or geometry (same formula, charge and spin)**: 0.0 kcal/mol
**HOMO**: -9.17 eV
**LUMO energy**: -1.6 eV
**Total energy**: -102881.728 eV

The geometry in XYZ format:
```
76
Properties=species:S:1:pos:R:3:forces:R:3:lowdin_charge:R:1
C 1.859710 -6.536148 3.052568 -0.512 0.272 0.744 0.076
C 2.702256 -7.270980 3.779740 -0.202 -1.564 -0.414 -0.235
C 3.656374 -6.704223 4.763844 1.137 2.536 -0.333 -0.313
O 4.535707 -7.349766 5.288717 -0.466 -0.910 0.055 0.121
C 3.632970 -5.223202 4.882309 -0.379 0.019 -0.212 0.082
C 2.756479 -4.492547 4.184739 -1.467 1.209 0.280 -0.227
C 1.725148 -5.085248 3.268042 0.539 -2.038 -1.373 -0.306
O 0.921555 -4.484203 2.582601 0.360 1.011 1.010 0.086
O 2.632524 -3.159680 4.342548 0.443 -0.169 0.064 0.073
O 2.790167 -8.610513 3.613744 0.235 0.485 0.238 0.093
H 1.137967 -6.976789 2.380357 0.185 -0.110 -0.156 0.136
H 4.320844 -4.656390 5.494863 0.186 -0.490 0.246 0.135
H 1.881986 -2.822240 3.821878 0.110 -0.359 -0.177 0.025
H 3.563125 -8.901104 4.132733 -0.145 -0.024 0.016 0.115
C 0.890944 2.595484 3.468960 -0.250 0.274 -0.357 0.065
C -0.410729 2.387708 3.676072 -0.528 -0.241 -1.331 -0.262
C -0.984894 2.052160 4.983032 0.729 -1.002 1.884 -0.327
O -2.155621 1.758509 5.135723 -0.065 0.422 -0.678 0.119
C -0.013007 1.886846 6.077082 -0.015 0.131 -0.069 0.086
C 1.303878 2.057258 5.866268 -0.223 -0.502 0.583 -0.246
C 1.825929 2.561217 4.578039 0.214 1.058 -0.885 -0.319
O 2.965076 2.993368 4.498632 -0.197 -0.573 0.328 0.119
O 2.230161 1.749355 6.770637 -0.040 0.172 0.531 0.113
O -1.273167 2.343193 2.645805 0.035 0.168 -0.258 0.072
H 1.222210 2.830278 2.466064 0.265 -0.032 0.082 0.138
H -0.411137 1.546539 7.022597 0.091 0.004 0.041 0.135
H 3.088598 2.127506 6.514721 -0.134 -0.015 -0.329 0.125
H -2.161386 2.097873 2.953527 0.098 0.154 0.390 0.120
C -4.456784 2.895382 -3.367367 -0.071 -0.280 -0.554 0.068
C -3.438906 2.059116 -3.077511 0.041 -0.159 0.433 -0.241
C -2.925527 1.940503 -1.654271 0.604 0.491 -0.814 -0.325
O -2.149656 1.062929 -1.339061 -0.400 -0.086 -0.178 0.051
C -3.287808 3.037407 -0.806504 0.004 1.428 1.044 0.061
C -4.261311 3.907085 -1.108149 -1.107 0.014 -0.320 -0.230
C -5.059229 3.822416 -2.396627 1.583 -1.862 -0.817 -0.326
O -6.042307 4.480738 -2.613299 -0.426 0.761 0.461 0.117
O -4.659637 4.881301 -0.297900 0.339 0.328 0.396 0.110
O -2.834270 1.310366 -3.988945 -0.183 -0.181 0.101 0.090
H -4.816452 2.848755 -4.388535 -0.250 0.326 0.081 0.130
H -2.661899 3.324020 0.032869 -0.093 -0.663 0.265 0.134
H -5.379851 5.385266 -0.714686 0.027 -0.235 -0.192 0.122
H -2.202107 0.650662 -3.592524 -0.244 0.185 0.062 0.088
C 1.343587 2.584172 -1.646835 0.220 0.257 -0.569 0.054
C 2.659685 2.391498 -1.497322 0.039 -0.131 1.319 -0.246
C 3.617248 2.322101 -2.627386 -1.113 0.021 -1.099 -0.318
O 4.698673 1.804719 -2.464402 0.377 0.373 0.161 0.127
C 3.055424 2.704169 -3.939789 0.804 -1.091 0.480 0.089
C 1.725400 2.747034 -4.108920 0.510 1.203 -1.370 -0.254
C 0.791713 2.943212 -2.980001 0.013 -1.196 2.366 -0.313
O -0.362706 3.281589 -3.108233 -0.090 0.198 -0.882 0.132
O 1.224036 2.807114 -5.350239 -0.141 0.014 -0.046 0.103
O 3.201032 2.148907 -0.290938 0.022 -0.030 -0.320 0.090
H 0.704644 2.446596 -0.787800 -0.289 0.422 -0.124 0.077
H 3.765151 2.595323 -4.750110 -0.283 0.189 -0.258 0.136
H 0.287960 3.062414 -5.337058 -0.044 -0.087 0.320 0.126
H 4.145012 1.948023 -0.439579 -0.160 -0.048 0.010 0.120
C -0.539910 -0.740151 1.572450 -0.084 -0.264 -1.007 -1.463
Cl -1.143269 -2.319785 1.005911 0.128 0.345 0.233 0.558
Cl 0.156242 0.157155 0.214272 0.403 -0.387 0.378 0.625
Cl 0.629736 -0.949866 2.884944 -0.326 0.325 -0.031 0.624
H -1.397062 -0.142728 1.850950 0.093 -0.143 0.581 0.003
C -0.227887 -0.903756 -5.828947 -0.503 -0.406 0.350 -0.063
C -0.007255 -0.735342 -4.321556 1.713 -0.270 -0.662 -0.269
O -1.157158 -0.783483 -3.519841 0.327 -0.011 0.152 -0.205
C -1.684390 -2.111113 -3.413187 -1.725 1.215 -0.167 -0.227
C -2.984814 -2.046626 -2.616227 0.367 -0.954 0.292 -0.067
H 0.677198 -0.738429 -6.412119 0.061 0.529 0.225 0.078
H -0.518594 -1.910427 -6.138184 -0.346 0.034 0.278 0.068
H -1.020674 -0.191449 -6.067104 0.120 -0.072 -0.544 0.082
H 0.739278 -1.448968 -3.945533 -0.208 -0.232 -0.029 0.124
H 0.524954 0.217072 -4.226751 -0.601 0.249 0.472 0.104
H -2.047194 -2.351195 -4.417200 0.702 -0.782 -0.046 0.118
H -0.981503 -2.811832 -2.964070 0.254 0.068 -0.271 0.128
H -3.301340 -3.088943 -2.491876 -0.210 0.081 -0.169 0.081
H -3.757069 -1.520847 -3.173296 0.008 0.181 0.164 0.080
H -2.874076 -1.686363 -1.597358 0.129 0.452 -0.074 0.051
```
Positions in Å, forces in eV/Å.

=====

No. 3
Below is a molecular structure, C29H27FeN6O7S2, with properties calculated with wB97M-V/def2-TZVPD.

**2S+1**: 2
**HOMO (alpha / beta)**: -8.16 / -8.13 eV
**LUMO energy (alpha / beta)**: -0.4 / -0.4 eV
**Total energy**: -109840.767 eV

The geometry in XYZ format:
```
72
Properties=species:S:1:pos:R:3:forces:R:3:lowdin_charge:R:1
Fe 0.085191 -0.316449 -0.433915 0.920 -0.307 -0.059 0.553
C 3.518363 0.900861 1.850362 0.029 -0.008 -0.013 -0.010
C 2.186902 0.781608 1.190511 -0.193 0.271 0.008 -0.227
N 1.960515 0.149102 0.095380 0.382 -0.074 0.466 -0.030
N 3.038461 -0.384279 -0.560070 -0.149 0.086 0.055 0.027
C 2.749290 -0.611010 -1.814695 0.173 -0.201 -0.077 -0.814
N 3.745624 -1.090114 -2.594546 0.033 0.103 -0.006 0.093
S 1.221929 -0.318652 -2.556953 -0.270 0.368 0.005 0.787
C 1.003955 1.480544 1.730995 -0.054 -0.247 0.062 -0.214
C 0.996081 2.201780 2.920140 -0.076 -0.108 -0.021 -0.002
C -0.167194 2.853323 3.290732 0.022 -0.006 -0.009 -0.039
C -1.285353 2.764464 2.474358 -0.005 0.004 0.003 -0.029
C -1.192838 2.017102 1.313482 -0.055 -0.057 0.111 -0.112
N -0.075099 1.409151 0.948603 -0.029 -0.199 0.021 0.039
H 4.313653 0.688083 1.142946 -0.021 -0.012 -0.020 0.071
H 3.658658 1.895489 2.271667 0.001 0.002 -0.015 0.069
H 3.580792 0.176282 2.666781 0.013 -0.006 0.001 0.101
H 4.623153 -1.326472 -2.165196 -0.013 -0.036 0.003 0.100
H 3.536120 -1.418486 -3.518210 -0.012 -0.040 0.011 0.085
H 1.873730 2.237040 3.548618 0.021 -0.001 -0.008 0.115
H -0.204898 3.415896 4.214132 -0.006 0.003 0.007 0.113
H -2.215668 3.247355 2.737068 -0.003 0.004 0.002 0.110
H -2.040640 1.892553 0.651436 0.029 0.021 -0.005 0.117
N -1.666962 -0.877656 -1.126574 -0.178 -0.470 -0.180 -0.013
C -2.534200 -1.443674 -0.072522 0.115 0.107 0.109 -0.087
C -1.803340 -1.445518 1.280720 0.253 0.222 -0.038 -0.596
O -2.342772 -1.863072 2.282124 -0.203 -0.101 -0.063 0.061
O -0.605615 -0.932823 1.254441 -0.351 -0.099 -0.169 -0.090
H -2.101112 -0.142784 -1.671794 -0.032 0.108 0.155 0.100
H -1.418335 -1.650648 -1.764918 0.111 0.118 0.090 0.072
H -2.811813 -2.463107 -0.337156 0.010 -0.025 0.117 0.129
H -3.453534 -0.867981 0.031000 0.019 0.018 0.047 0.124
O -0.483696 -3.241266 -1.950978 0.107 -0.054 -0.002 0.027
C 0.481703 -3.128216 -1.193149 -0.498 0.076 0.059 -0.561
O 0.768683 -2.106457 -0.477485 0.115 -0.106 0.096 -0.141
C 1.445339 -4.270187 -1.016762 0.004 -0.019 -0.106 -0.094
C 2.633433 -4.100221 -0.315708 0.017 0.001 0.048 0.001
C 3.527953 -5.153888 -0.188114 0.016 -0.028 0.004 -0.051
C 3.241596 -6.385967 -0.753811 -0.049 0.066 -0.011 -0.001
C 2.046694 -6.528060 -1.439455 0.005 -0.071 -0.005 -0.132
C 1.139602 -5.497648 -1.587648 0.082 0.038 0.020 0.072
N 1.734829 -7.839239 -2.041626 0.006 0.013 -0.040 -0.354
O 0.645450 -7.978188 -2.557973 0.033 -0.018 0.011 0.082
O 2.591700 -8.700830 -1.989744 -0.041 0.004 0.010 0.068
H 2.845033 -3.135181 0.127714 -0.015 -0.004 -0.039 0.111
H 4.451788 -5.017786 0.357948 0.003 0.002 0.004 0.107
H 3.915616 -7.225177 -0.673722 -0.002 -0.005 0.002 0.117
H 0.219691 -5.630506 -2.136591 -0.002 -0.004 0.002 0.131
O -0.777302 1.668090 -1.523977 -0.410 0.388 -0.529 -0.600
S 0.005882 2.590356 -2.425592 -0.080 -0.148 0.123 1.006
C 1.356884 3.218768 -1.437957 -0.036 0.078 0.004 -0.371
C 2.642463 3.031903 -1.918971 0.014 -0.074 0.068 -0.085
C 3.718821 3.439165 -1.141524 0.028 -0.034 -0.012 -0.063
C 3.496652 4.014116 0.100243 -0.014 0.014 -0.015 -0.074
C 2.200591 4.199286 0.571191 0.031 0.105 -0.101 -0.070
C 1.121633 3.803818 -0.200215 0.057 0.245 -0.148 -0.071
C -0.984616 4.081398 -2.506064 0.062 0.021 0.045 -0.374
C -2.203146 4.139875 -1.854347 0.030 -0.013 -0.004 -0.072
C -2.968348 5.295090 -1.957704 -0.015 0.000 0.013 -0.068
C -2.513142 6.367731 -2.707929 0.008 -0.014 -0.004 -0.077
C -1.290919 6.290716 -3.366654 -0.010 0.021 -0.002 -0.072
C -0.523057 5.142820 -3.272905 -0.004 0.034 0.011 -0.077
H 2.796351 2.541017 -2.871152 -0.002 -0.005 -0.029 0.107
H 4.728302 3.292673 -1.501602 0.005 -0.005 0.002 0.110
H 4.337805 4.320751 0.708777 0.009 0.011 -0.002 0.109
H 2.033414 4.653748 1.539184 -0.005 0.002 -0.013 0.111
H 0.106713 3.943241 0.151665 0.066 0.062 -0.036 0.113
H -2.537964 3.285644 -1.281904 -0.002 -0.001 -0.004 0.096
H -3.922540 5.353355 -1.450629 -0.004 0.000 -0.004 0.107
H -3.112608 7.264773 -2.787200 0.000 0.005 0.000 0.105
H -0.939768 7.126922 -3.956424 0.005 -0.001 -0.004 0.108
H 0.430838 5.078347 -3.783255 0.005 -0.018 -0.003 0.116
```
Positions in Å, forces in eV/Å.

=====

Question: Which of these has the highest total energy?
Answer: C29H27CdN4O4

=====

Question: The lowest total energy belongs to which entry?
Answer: C29H27FeN6O7S2

=====

Question: Which of these has the lowest total energy?
Answer: C29H27FeN6O7S2